DFT (the ωB97M-V functional and the def2-TZVPD basis) results for 3 unconnected molecules or ions with the total composition C2H3N2O2S.

electronic energy	-20031.7433	eV
HOMO energy	-5.232	eV
energy relative to the best compared isomer or geometry (same formula, charge and spin)	1.910	eV
net charge	-1

Last column: Löwdin charge in e.
Atoms and positions in Å:
1 C 0.97 0.05 -0.59  -0.57
2 C -2.46 1.22 -1.27  0.10
3 N 0.07 0.65 -1.04  0.02
4 N -3.56 0.85 -1.20  -0.28
5 O -4.68 0.49 -1.21  -0.05
6 O 1.86 -0.59 -0.06  -0.12
7 S 3.04 -0.96 2.71  0.39
8 H 3.66 -2.13 2.12  -0.15
9 H -1.41 1.26 -0.97  -0.05
10 H 2.51 -0.84 1.51  -0.31



DFT (the ωB97M-V functional and the def2-TZVPD basis) results for 2 unconnected molecules or ions with the total composition C2H3N2O3S.

electronic energy	-22081.4571	eV
HOMO energy	-4.965	eV
energy relative to the best compared isomer or geometry (same formula, charge and spin)	0.353	eV
net charge	-1

Last column: Löwdin charge in e.
Atoms and positions in Å:
1 C 2.77 1.00 0.57  -0.23
2 C 1.45 0.49 0.73  -0.29
3 N 3.83 1.40 0.36  0.12
4 N 0.75 0.78 1.73  0.13
5 O -0.80 -0.55 -1.31  -0.38
6 O -1.62 -0.42 1.14  -0.53
7 O -2.42 -2.24 -0.30  -0.53
8 S -1.24 -1.48 0.16  0.65
9 H 1.13 -0.11 -0.13  0.07
10 H -1.60 -0.54 -1.84  -0.01
11 H -0.21 0.37 1.66  -0.01



DFT (the ωB97M-V functional and the def2-TZVPD basis) results for a single C2H3N2OP molecule.

electronic energy	-16434.6289	eV
HOMO energy	-8.093	eV
energy relative to the best compared isomer or geometry (same formula, charge and spin)	3.818	eV
structure (SMILES)	On1ccpn1

Last column: Löwdin charge in e.
Atoms and positions in Å:
1 C -0.30 0.70 0.08  -0.22
2 C 0.97 1.19 -0.01  -0.51
3 N 0.58 -1.44 0.06  -0.02
4 N -0.34 -0.65 0.01  -0.41
5 O -1.59 -1.25 0.05  0.02
6 P 2.25 -0.01 0.05  0.84
7 H -1.26 1.32 0.16  0.14
8 H 1.33 2.26 -0.08  0.06
9 H -1.64 -2.12 -0.33  0.10



DFT (the ωB97M-V functional and the def2-TZVPD basis) results for a single C2H3N2OP molecule.

electronic energy	-16433.7979	eV
HOMO energy (spin up / spin down)	-7.944 / -7.944	eV
energy relative to the best compared isomer or geometry (same formula, charge and spin)	4.649	eV

Last column: Löwdin charge in e.
Atoms and positions in Å:
1 C -0.19 0.65 0.12  -0.23
2 C -0.19 0.45 1.49  -0.57
3 N 0.38 -1.56 -0.36  0.08
4 N 0.12 -0.41 -0.65  -0.40
5 O 0.17 -0.06 -2.04  0.01
6 P 0.14 -1.08 2.18  0.86
7 H -0.41 1.58 -0.37  0.11
8 H -0.45 1.29 2.13  0.04
9 H 0.43 -0.87 -2.51  0.10